Record 1
{
  "formula": "C25H33O2Sn",
  "method": "ωB97M-V with the def2-TZVPD basis set",
  "charge": -1,
  "energy_ev": -36381.5839,
  "lumo_ev": 2.26,
  "de_lowest_ev": 0.5601,
  "spin_multiplicity": 1,
  "symbols": ["O", "C", "C", "H", "H", "C", "H", "H", "C", "H", "H", "H", "C", "H", "H", "H", "Sn", "C", "C", "C", "H", "C", "C", "H", "H", "H", "H", "C", "C", "C", "H", "C", "C", "H", "H", "H", "H", "O", "C", "C", "H", "H", "C", "H", "H", "C", "H", "H", "H", "H", "C", "C", "C", "C", "C", "C", "H", "H", "H", "H", "H"],
  "positions_angstrom": [[0.30, -0.36, -3.97], [0.16, 0.91, -4.76], [0.07, 0.35, -6.14], [1.06, 1.52, -4.66], [-0.75, 1.42, -4.48], [0.21, -0.95, -5.31], [0.90, 0.64, -6.78], [-0.90, 0.57, -6.64], [1.47, -1.73, -5.67], [2.36, -1.12, -5.51], [1.40, -2.05, -6.72], [1.53, -2.62, -5.04], [-1.04, -1.78, -5.37], [-1.90, -1.20, -5.02], [-0.92, -2.66, -4.74], [-1.21, -2.11, -6.40], [-0.21, -0.72, 2.42], [-2.73, -1.04, 3.54], [-2.00, 0.20, 3.68], [-2.09, 0.89, 2.42], [-1.59, 0.61, 4.59], [-2.77, 0.03, 1.50], [-3.22, -1.11, 2.22], [-3.88, -1.88, 1.84], [-2.89, -1.73, 4.37], [-1.81, 1.94, 2.28], [-2.98, 0.26, 0.46], [1.13, -2.52, 3.89], [0.42, -3.40, 3.03], [0.76, -3.08, 1.68], [-0.21, -4.23, 3.35], [1.75, -2.03, 1.70], [1.95, -1.67, 3.08], [2.69, -0.95, 3.45], [1.15, -2.55, 4.99], [0.41, -3.57, 0.77], [2.38, -1.70, 0.87], [1.00, 0.63, -0.89], [-0.22, -0.18, -1.15], [-1.33, 0.72, -1.73], [-0.62, -0.65, -0.23], [0.04, -0.99, -1.86], [-0.48, 1.92, -2.15], [-2.01, 0.98, -0.90], [-1.97, 0.22, -2.49], [0.50, 2.03, -0.98], [-0.96, 2.79, -2.62], [0.28, 1.58, -2.88], [-0.02, 2.38, -0.07], [1.37, 2.67, -1.14], [1.83, 3.19, 5.21], [1.49, 1.97, 5.82], [0.97, 0.92, 5.04], [0.82, 1.10, 3.68], [1.17, 2.27, 3.04], [1.67, 3.34, 3.82], [2.21, 4.02, 5.81], [1.60, 1.84, 6.90], [0.68, -0.01, 5.54], [1.05, 2.40, 1.97], [1.92, 4.29, 3.34]],
  "lowdin_charge": [-0.0890, -0.1871, -0.0891, 0.1300, 0.1076, -0.5924, 0.1143, 0.1222, -0.0175, 0.0915, 0.0907, 0.0858, -0.0231, 0.0906, 0.0874, 0.0914, 1.3768, -0.1921, -0.3379, -0.2966, 0.0797, -0.2222, -0.1948, 0.0795, 0.0868, 0.0929, 0.0607, -0.2139, -0.2110, -0.2719, 0.0853, -0.3012, -0.2999, 0.0974, 0.0897, 0.0840, 0.0951, -0.1491, -0.1882, -0.1633, 0.0448, 0.1037, -0.1955, 0.0792, 0.1185, -0.1792, 0.1165, 0.0638, 0.1055, 0.1158, -0.1394, -0.1171, -0.1681, -0.2834, -0.1438, -0.1177, 0.0823, 0.0825, 0.0842, 0.0670, 0.0811]
}

Record 2
{
  "formula": "C25H34B2BaF6N5O7PS2",
  "method": "ωB97M-V with the def2-TZVPD basis set",
  "charge": -1,
  "energy_ev": -97582.2516,
  "lumo_ev": [2.11, 0.76],
  "s_squared": 0.759,
  "de_lowest_ev": 0.5045,
  "spin_multiplicity": 2,
  "symbols": ["Ba", "C", "C", "N", "O", "B", "F", "F", "O", "N", "C", "C", "C", "N", "O", "B", "F", "F", "O", "N", "C", "C", "C", "H", "H", "H", "H", "H", "H", "H", "H", "H", "H", "H", "H", "F", "C", "C", "C", "C", "C", "F", "C", "C", "C", "C", "C", "C", "N", "H", "H", "H", "H", "H", "H", "C", "C", "O", "P", "S", "S", "O", "C", "C", "H", "H", "H", "H", "H", "H", "H", "H", "H", "H", "C", "C", "O", "H", "H", "H", "H", "H", "H"],
  "positions_angstrom": [[-0.27, 0.02, 0.02], [-5.12, 0.56, -0.81], [-3.65, 0.82, -0.79], [-2.76, 0.03, -1.26], [-3.20, -1.15, -1.78], [-2.38, -1.56, -2.98], [-2.79, -2.85, -3.28], [-2.63, -0.63, -4.01], [-0.90, -1.65, -2.75], [-0.30, -0.45, -2.43], [0.14, 0.30, -3.36], [0.18, -0.03, -4.81], [0.62, 1.66, -2.88], [0.18, 2.02, -1.74], [0.55, 3.27, -1.30], [-0.62, 4.03, -0.71], [-0.06, 5.17, -0.16], [-1.54, 4.29, -1.73], [-1.31, 3.33, 0.43], [-1.89, 2.12, 0.07], [-3.11, 2.14, -0.28], [-4.00, 3.34, -0.27], [1.47, 2.51, -3.77], [-5.32, -0.40, -1.28], [-5.52, 0.57, 0.20], [-5.63, 1.35, -1.37], [-0.24, -1.02, -4.98], [-0.39, 0.70, -5.38], [1.21, 0.00, -5.16], [-3.46, 4.20, 0.11], [-4.35, 3.56, -1.28], [-4.88, 3.14, 0.35], [2.31, 1.92, -4.16], [0.89, 2.86, -4.63], [1.85, 3.37, -3.23], [-3.92, -4.66, 0.75], [-3.30, -3.67, 1.41], [-2.43, -2.84, 0.72], [-1.88, -1.89, 1.51], [-2.03, -1.62, 2.85], [-2.92, -2.51, 3.45], [-3.20, -2.38, 4.76], [-3.56, -3.53, 2.76], [-1.35, -0.49, 3.56], [-0.87, -0.61, 4.86], [-0.26, 0.48, 5.44], [-0.14, 1.66, 4.72], [-0.63, 1.69, 3.42], [-1.22, 0.64, 2.85], [-2.26, -2.95, -0.35], [-4.25, -4.18, 3.27], [-0.97, -1.55, 5.39], [0.13, 0.41, 6.44], [0.33, 2.54, 5.14], [-0.55, 2.57, 2.79], [6.63, -0.98, -0.28], [5.53, -1.57, 0.57], [4.65, -2.35, -0.25], [3.17, -1.76, -0.55], [2.15, -1.74, 1.16], [3.21, -0.09, -1.55], [2.61, -2.92, -1.51], [2.28, -4.22, -0.99], [0.79, -4.43, -1.11], [7.33, -0.42, 0.35], [6.21, -0.31, -1.03], [7.20, -1.77, -0.79], [4.97, -0.79, 1.09], [5.93, -2.25, 1.33], [2.60, -4.30, 0.05], [2.84, -4.94, -1.58], [0.27, -3.69, -0.50], [0.52, -5.42, -0.76], [0.46, -4.31, -2.14], [2.84, 3.30, 2.09], [2.70, 1.99, 1.33], [1.33, 1.75, 0.98], [3.89, 3.49, 2.33], [2.28, 3.27, 3.03], [2.46, 4.14, 1.50], [3.00, 1.13, 1.93], [3.31, 1.99, 0.43], [1.03, 2.53, 0.48]],
  "lowdin_spin": [0.0631, 0.0001, 0.0020, 0.0007, -0.0001, 0.0000, 0.0001, 0.0000, 0.0004, 0.0000, 0.0000, 0.0000, 0.0010, 0.0044, 0.0005, 0.0000, 0.0000, 0.0000, 0.0002, 0.0003, 0.0000, 0.0000, 0.0002, 0.0000, 0.0001, 0.0001, 0.0000, 0.0000, 0.0000, 0.0000, 0.0000, 0.0000, 0.0001, 0.0000, 0.0000, 0.0130, 0.0285, 0.0916, 0.6526, 0.0907, 0.0270, 0.0145, -0.0218, 0.0159, -0.0026, 0.0007, -0.0029, 0.0009, 0.0012, 0.0134, -0.0016, -0.0001, 0.0001, -0.0002, 0.0002, 0.0000, 0.0000, 0.0002, 0.0004, 0.0033, 0.0007, 0.0000, 0.0000, -0.0002, 0.0000, 0.0000, 0.0000, 0.0000, 0.0000, 0.0000, 0.0000, -0.0002, 0.0000, 0.0000, 0.0001, 0.0001, 0.0012, 0.0000, 0.0000, 0.0000, 0.0000, 0.0000, 0.0000]
}

Record 3
{
  "formula": "C25H34I2N3O13S3",
  "method": "ωB97M-V with the def2-TZVPD basis set",
  "charge": 1,
  "energy_ev": -106261.5295,
  "lumo_ev": -4.12,
  "spin_multiplicity": 1,
  "symbols": ["C", "C", "O", "O", "C", "C", "C", "N", "C", "C", "S", "C", "N", "N", "C", "O", "C", "C", "C", "C", "C", "C", "C", "C", "C", "O", "O", "C", "I", "C", "C", "I", "H", "H", "H", "H", "H", "H", "H", "H", "H", "H", "H", "H", "H", "H", "H", "H", "H", "H", "H", "H", "H", "H", "H", "H", "H", "H", "C", "C", "O", "S", "O", "O", "O", "H", "H", "H", "H", "C", "C", "O", "S", "O", "O", "O", "H", "H", "H", "H"],
  "positions_angstrom": [[1.36, -3.11, -2.57], [1.00, -2.83, -3.99], [1.02, -3.64, -4.87], [0.56, -1.57, -4.30], [0.87, -0.46, -3.47], [-0.26, -0.17, -2.51], [-1.54, -0.12, -3.01], [-2.63, 0.10, -2.24], [-3.93, 0.12, -2.94], [-4.16, 1.43, -3.66], [-4.10, 2.83, -2.51], [-2.56, 3.51, -2.92], [-1.60, 3.71, -2.06], [-0.60, 4.37, -2.77], [-1.04, 4.49, -3.98], [-2.27, 3.97, -4.16], [-2.51, 0.31, -0.90], [-3.68, 0.52, 0.00], [-3.87, -0.68, 0.97], [-5.27, -1.29, 0.90], [-6.24, -0.46, 1.73], [-5.23, -2.72, 1.43], [-1.23, 0.28, -0.36], [-0.12, 0.05, -1.14], [1.21, 0.00, -0.47], [1.65, -1.01, -0.02], [1.80, 1.22, -0.35], [2.93, 1.41, -1.16], [4.64, 0.43, -0.49], [2.81, 2.20, -2.22], [1.56, 2.95, -2.56], [4.37, 2.56, -3.54], [1.32, -4.18, -2.44], [2.37, -2.76, -2.33], [0.66, -2.65, -1.88], [0.96, 0.38, -4.15], [1.81, -0.58, -2.94], [-1.72, -0.29, -4.06], [-4.73, -0.11, -2.26], [-3.90, -0.68, -3.68], [-5.15, 1.42, -4.10], [-3.46, 1.56, -4.48], [-0.51, 4.94, -4.79], [-3.46, 1.42, 0.57], [-4.59, 0.71, -0.54], [-3.67, -0.37, 1.99], [-3.15, -1.46, 0.73], [-5.65, -1.29, -0.13], [-7.26, -0.80, 1.59], [-6.20, 0.60, 1.49], [-6.01, -0.57, 2.79], [-4.92, -2.70, 2.47], [-4.49, -3.32, 0.90], [-6.20, -3.20, 1.36], [-1.14, 0.44, 0.71], [1.31, 2.83, -3.61], [1.71, 4.01, -2.40], [0.71, 2.63, -1.95], [2.30, -1.74, 3.29], [1.50, -0.45, 3.25], [0.43, -0.68, 4.18], [0.94, -1.60, 5.38], [1.31, -0.79, 6.49], [0.02, -2.67, 5.53], [2.28, -2.12, 4.67], [1.80, -2.52, 2.70], [3.32, -1.63, 2.95], [1.09, -0.24, 2.27], [2.09, 0.40, 3.59], [7.58, 0.79, 4.59], [7.40, -0.64, 5.06], [6.05, -0.95, 4.65], [5.71, -0.22, 3.29], [5.91, -1.11, 2.21], [4.49, 0.49, 3.44], [6.91, 0.82, 3.32], [7.09, 1.51, 5.26], [8.62, 1.06, 4.46], [7.47, -0.75, 6.14], [8.09, -1.32, 4.57]],
  "lowdin_charge": [0.0346, -0.4976, 0.1583, 0.0080, -0.1097, -0.0755, 0.0689, 0.0241, -0.1565, -0.3966, 1.0566, -0.6967, 0.0798, 0.0409, -0.1465, 0.0642, -0.1495, -0.1200, -0.1481, -0.4438, -0.0697, -0.0693, 0.1070, -0.0236, -0.4693, 0.1564, -0.0330, -0.8256, 1.0662, -0.8281, -0.1902, 0.9389, 0.1028, 0.1019, 0.0778, 0.1426, 0.1290, 0.1632, 0.1149, 0.1419, 0.0941, 0.0914, 0.1487, 0.1377, 0.0816, 0.1290, 0.1137, 0.1255, 0.0845, 0.0781, 0.0880, 0.0897, 0.0775, 0.0847, 0.1562, 0.0582, 0.0839, 0.0524, -0.1539, -0.1532, -0.1932, 0.5950, -0.2101, -0.2186, -0.1773, 0.1362, 0.1032, 0.1013, 0.1204, -0.1384, -0.1380, -0.1765, 0.5393, -0.2803, -0.2277, -0.1853, 0.1376, 0.1386, 0.1404, 0.1374]
}